Below is a 15-piece molecular cluster, C17H64N8O15 overall, with properties calculated with the ωB97M-V functional and the def2-TZVPD basis.

Last column: Löwdin charge in e.
Geometry (Å):
O 3.02542 0.02856 3.56185  -0.13
O -1.02789 -1.64545 2.22584  -0.16
O -2.70765 -2.50189 -1.47589  -0.04
O -3.67631 0.93973 -4.50523  -0.05
O 0.72517 3.54532 0.37624  -0.19
O 3.96032 0.47486 0.81938  -0.20
O 0.60773 -1.79095 -0.71938  0.02
O -5.00776 -0.46069 1.63346  -0.09
O -2.50667 3.18542 4.39901  -0.05
O 3.26894 3.00627 0.64704  -0.16
O 1.72261 2.11259 -2.43943  -0.13
O 3.75120 -4.43023 0.76466  -0.12
O -1.44092 2.56408 -0.83655  -0.05
O 2.05941 -4.14477 -1.81568  -0.17
O 1.67150 -3.56239 -4.86037  -0.14
N -2.70178 -3.42030 0.56933  0.19
N -2.92155 -4.76193 -1.34730  0.16
N -4.45337 -0.66206 -3.04286  0.15
N -1.01179 -0.31869 -0.55873  0.19
N 1.27487 0.30156 -0.27811  0.22
N -3.27133 2.23181 -1.88284  0.22
N -2.27805 -0.75523 -3.95717  0.18
N -1.38012 3.13322 -3.01562  0.22
C 5.35599 0.33041 0.79169  -0.14
C 0.19729 4.37795 1.41882  -0.11
C -2.49846 1.80433 4.06098  -0.50
C -3.44830 -0.12641 -3.88244  -0.65
C 2.04372 1.06631 3.49696  -0.14
C -2.03553 1.58774 2.61999  -0.05
C -4.64977 0.26437 0.51566  -0.22
C 1.00616 -2.24666 -4.85071  -0.12
C -2.75804 -3.51948 -0.78814  -0.63
C -1.70255 1.07617 5.13679  -0.04
C -2.00181 2.61907 -1.94775  -0.64
C 3.76096 3.88888 1.62260  -0.14
C 1.05735 -5.06662 -1.27436  -0.11
C 0.25105 -2.23204 2.50611  -0.12
C 0.30329 -0.63069 -0.56233  -0.65
C 2.48847 2.88255 -3.32783  -0.17
C 3.90290 -3.00244 0.82864  -0.15
H 3.19198 2.32452 -3.89136  0.06
H 0.13446 -4.92849 -1.80983  0.06
H -2.98599 3.70540 3.75082  0.08
H -3.81332 2.10245 -2.69524  0.07
H -1.53160 -1.12915 -0.90820  0.06
H -1.87495 3.10529 -3.88081  0.10
H 2.21229 -0.01232 -0.08021  0.08
H -2.49152 -4.24616 1.12170  0.11
H 4.79419 -2.83595 1.41545  0.07
H -2.14689 0.53542 2.31189  0.06
H -3.15439 -4.75610 -2.32709  0.11
H -2.16311 1.39170 6.07540  0.08
H 3.48639 -0.06541 2.70258  0.04
H -2.51968 2.24469 1.86568  0.08
H 1.90327 3.38628 -4.13142  0.08
H -4.68869 1.35871 0.72104  0.09
H 1.03043 1.17319 0.08857  0.06
H -4.39423 -0.18089 2.33802  0.07
H -2.06007 -1.54501 -3.34045  0.09
H 4.15546 -2.51162 -0.15032  0.09
H -0.82155 4.66713 1.14351  0.08
H 3.09262 3.63332 -2.80400  0.08
H 2.06115 1.20740 -2.37595  0.07
H -2.29189 -2.56704 0.98719  0.08
H 1.80152 1.30480 4.52917  0.08
H 0.27942 3.86423 2.39711  0.08
H 2.35410 1.97007 2.94623  0.06
H 0.91124 -5.07709 -0.18521  0.08
H -3.11390 -5.63136 -0.84140  0.12
H -4.37410 -1.38879 -2.33229  0.07
H -1.55780 -0.32438 -4.51915  0.11
H -0.38571 3.30536 -2.89988  0.10
H 0.02138 3.35935 -0.28882  0.04
H 4.24711 4.76388 1.24407  0.08
H -0.88786 -1.09965 1.42940  0.03
H 0.63010 -2.85346 1.71057  0.06
H -5.33103 0.05243 -0.32550  0.08
H -3.55927 1.42284 4.19322  0.14
H -1.66931 -0.00094 4.99539  0.08
H 0.82967 5.28978 1.44253  0.09
H 5.60556 -0.36338 -0.01435  0.07
H -0.68681 1.46696 5.11530  0.07
H 1.78018 -3.23289 -1.54284  0.05
H -3.65492 0.02844 0.06563  0.06
H -0.06649 -2.29900 -5.09833  0.06
H -0.96754 1.88245 2.62733  0.07
H -5.34147 -0.22549 -3.13622  0.08
H -1.33249 0.60459 -0.83793  0.07
H 5.87695 1.29272 0.71306  0.09
H 3.03777 4.04447 2.41773  0.07
H 3.02670 -2.47852 1.26170  0.07
H -3.53512 1.85323 -1.01403  0.06
H 2.43076 3.36129 0.25063  0.07
H 1.04825 -1.53719 2.74557  0.06
H 3.27866 -4.65586 -0.04592  0.03
H 3.72767 1.43772 0.72978  0.04
H 1.76132 -3.84774 -3.94201  0.03
H 1.07765 -1.82448 -3.84283  0.06
H 1.62785 -1.62535 -5.48788  0.07
H 1.49560 -6.01750 -1.55033  0.08
H 1.13500 0.66426 3.06237  0.05
H 4.57890 3.39686 2.17524  0.09
H 5.67105 -0.24589 1.69369  0.09
H 0.15034 -2.83634 3.40595  0.09

Summary:
2S+1 ... 1
Gap between HOMO and LUMO ... 10.17 eV
Charge ... 0
Electronic energy ... -61301.7021 eV

---

Below is C17H6ClF5N2O4PdSSbSe4 as an isolated structure, with properties calculated with the ωB97M-V functional and the def2-TZVPD basis.

Last column: Löwdin spin population.
Geometry (Å):
Sb -9.83741 0.24374 -0.78018  0.91
Pd 0.18663 -1.19424 -2.61833  1.06
Se -1.81313 -0.63902 -4.32594  0.69
Se 0.06258 -1.81847 -5.01749  0.77
Se -8.69047 0.18336 1.60692  0.07
Se -8.25728 2.15995 0.39572  0.01
Cl -0.21381 -0.15900 3.41790  0.00
S 1.46119 0.90019 -3.15379  0.27
F 6.01071 0.54938 -0.99701  0.00
F 5.15357 1.37801 1.43894  0.01
F 0.78158 1.80690 -0.34901  0.00
F 4.43357 0.20428 -2.97093  0.01
F 2.45030 2.07534 1.78841  0.00
O 1.87979 -2.41614 -1.74137  0.04
O 3.78676 -1.45502 2.24474  0.00
O 3.56996 -1.94939 -0.35331  0.02
O 2.29939 -1.20534 3.93022  0.00
N 0.24188 -1.20187 -0.17533  0.02
N -0.44207 -0.63445 0.80339  0.00
C -2.45643 -0.67581 -0.40244  0.00
C 2.52656 0.96800 -1.73802  0.02
C 1.40675 -1.55582 0.32152  0.00
C 1.53841 -1.12542 1.65125  0.00
C -1.69941 -0.02668 0.53944  0.00
C -4.34361 0.74354 0.15971  0.00
C 4.30313 1.25004 0.45314  0.02
C 2.53771 -1.31067 2.73432  0.00
C 2.39027 -2.07945 -0.67912  0.01
C -3.76163 -0.23103 -0.61978  0.00
C 2.08024 1.42168 -0.45011  0.02
C 2.94774 1.57145 0.63645  -0.01
C -2.26859 0.95291 1.34402  0.00
C 0.30277 -0.49197 1.88893  0.00
C 3.85353 0.60346 -1.82192  0.03
C -3.59968 1.28705 1.18559  0.00
C 4.70809 0.81391 -0.74845  0.00
H 3.83192 -1.67571 1.24635  0.00
H -1.96351 -1.37042 -1.05113  0.00
H -1.61715 1.46305 2.02386  0.00
H -5.38250 1.22076 -0.05245  0.00
H -4.34102 -0.62005 -1.49098  0.00
H -4.05733 2.03894 1.72630  0.00

Summary:
2S+1 ... 5
Expectation value of S² ... 6.04
Gap between HOMO and LUMO (spin up / spin down) ... 4.78 / 4.88 eV
Charge ... -1
Electronic energy ... -337245.3958 eV

---

Below is a 31-piece molecular cluster, C17H80BF5N2O33S overall, with properties calculated with the ωB97M-V functional and the def2-TZVPD basis.

Last column: Löwdin charge in e.
Geometry (Å):
S 1.38118 -2.23212 3.32150  0.88
F -4.23883 -0.85179 2.66474  0.14
F -1.36014 -1.05069 3.45664  0.09
F -3.12192 -2.70361 2.73969  0.18
F -3.55205 -1.75158 0.84260  0.18
F -2.32073 0.60735 2.47879  0.12
O -2.77309 6.17698 2.36981  -0.07
O 5.38055 -6.04946 5.16901  -0.06
O -1.69284 -3.63965 5.33000  -0.05
O 4.39475 -0.25370 -6.66954  -0.06
O -0.04378 2.23787 2.02386  0.00
O 4.38922 -3.34759 -3.20652  -0.04
O -0.82344 9.15087 5.24818  -0.06
O -2.37077 3.46378 3.56583  -0.05
O 1.59675 -3.37740 -4.97544  -0.05
O -0.37227 -0.98322 -7.86544  -0.05
O -0.48460 3.52548 -6.41160  -0.05
O 1.78791 -7.75070 5.60767  -0.05
O -5.92166 0.99968 -4.07899  -0.06
O -5.17165 2.12403 3.52002  -0.06
O 2.29225 -0.35731 -4.51127  -0.05
O -1.06389 0.61522 -5.57867  -0.04
O 2.65224 -4.73515 5.11442  -0.08
O -6.99562 1.20541 5.57454  -0.04
O -5.93120 -0.54046 -1.44478  -0.04
O 1.58036 2.30693 -4.26654  -0.06
O 7.05244 0.20158 -5.33370  -0.06
O -0.90902 -0.86450 6.42600  -0.06
O -5.44672 5.95499 2.52843  -0.04
O 1.74112 1.18116 3.17955  0.18
O -1.23946 -3.19896 0.61900  0.16
O -2.34138 3.97407 -2.07167  -0.05
O 1.55683 -2.49281 6.93968  -0.07
O -4.14265 5.64173 -0.20996  -0.06
O 0.34745 3.83427 -2.18155  -0.07
O 2.02035 -6.33231 -4.77587  -0.06
O 6.53892 -5.09772 0.62397  -0.06
O -1.11166 6.29262 5.07007  -0.06
O 4.58932 2.16213 -4.54641  -0.05
N 2.86346 -1.02690 1.50278  0.08
N 0.93401 -2.45342 0.76659  0.08
C -0.30483 -1.12812 -2.05449  -0.04
C 3.79443 -0.59416 -0.69908  0.00
C -2.63395 -0.81452 -2.07364  -0.05
C -2.73261 -1.43452 -3.29792  -0.07
C -1.89689 -0.66948 2.27221  -0.34
C -3.20791 -1.53777 2.11045  -0.50
C -1.43341 -0.64122 -1.42025  -0.20
C -1.41236 0.09196 -0.09072  -0.03
C -0.90964 -0.76334 1.11665  -0.15
C -0.50792 -2.26609 0.82181  -0.35
C 1.48396 -1.42011 1.64004  -0.71
C -1.58276 -1.91459 -3.90041  -0.09
C -0.37032 -1.75652 -3.26967  -0.07
C 0.55313 -0.21568 1.37692  -0.08
C 3.53176 -1.49926 0.51216  -0.34
C 4.13763 -2.88253 0.45650  -0.03
C 0.50862 3.09601 1.01159  -0.06
B 0.74704 1.11109 2.23181  -0.63
H -3.80329 5.93749 0.65430  0.00
H -0.53377 -0.56889 5.58858  0.02
H 2.55360 -1.02460 -5.15689  0.02
H 6.47790 -0.55467 -5.49495  0.02
H -0.76238 2.62029 -6.59793  0.01
H 4.68164 3.07760 -4.26823  0.05
H 1.08653 -2.35278 -0.23877  0.12
H 3.15919 0.29098 -0.62949  0.07
H 4.66280 -2.42489 -3.14822  0.03
H 2.34525 -1.72086 4.11991  -0.08
H -4.64134 4.84610 0.00110  0.04
H -5.94824 2.24389 4.08296  0.01
H 2.00385 0.38971 -5.04702  0.01
H -0.13407 3.84088 -7.25010  0.04
H 0.65093 2.18886 -4.48735  0.02
H 1.65441 -5.46340 -4.98927  -0.01
H 6.48726 0.82908 -4.86351  0.01
H 0.51793 -2.14119 -3.76785  0.07
H 1.00096 4.40837 -1.76797  0.05
H 4.75967 -3.75452 -2.41607  0.03
H 4.03386 -3.36421 1.42970  0.08
H 1.32007 2.62035 0.43992  0.10
H 4.57212 -5.53154 5.27629  -0.01
H -2.92622 3.23686 -2.26354  0.04
H -2.31706 2.50936 3.44127  0.02
H -3.55145 6.29875 2.93273  0.02
H 5.18460 0.05719 -7.12655  0.04
H -1.14341 8.24234 5.14304  -0.01
H 1.07551 -3.32473 6.87721  0.03
H -6.88389 1.43046 6.50415  0.05
H -2.43375 0.44657 0.08772  0.12
H 6.07100 -5.48162 5.52388  0.04
H -5.65976 1.91871 -3.97154  0.03
H 2.45007 -3.29364 -4.52666  0.03
H -0.28595 3.30610 0.28488  0.08
H -0.82632 1.00424 -0.24001  0.13
H -5.91284 5.11117 2.55332  0.06
H -1.62316 1.23542 -5.09507  0.07
H 3.64487 2.06186 -4.73943  0.01
H -6.14576 6.61425 2.59983  0.07
H -2.48514 -3.47090 4.80990  0.03
H -0.83288 6.53691 4.17988  0.03
H -3.70263 -1.51510 -3.78198  0.11
H 0.40034 -0.67371 -8.34772  0.04
H 6.31148 -5.95054 0.23985  0.04
H 3.62510 -1.14494 -1.63225  0.07
H 2.13113 -6.85428 5.68448  -0.01
H 2.16068 -8.21171 6.36517  0.04
H 0.86210 -1.82038 6.98600  0.00
H -1.64661 -2.38375 -4.88045  0.12
H -1.44236 5.39283 4.96356  0.03
H 2.51918 -6.18258 -3.96789  0.03
H 4.83307 -0.22946 -0.67861  0.10
H 0.81568 4.06759 1.41510  0.10
H -5.91256 0.63864 -3.18238  -0.01
H -0.54829 9.41368 4.36509  0.03
H 2.23535 2.00314 3.07108  0.12
H -3.14722 3.58229 4.12508  0.04
H 2.84373 -5.40183 4.44130  0.04
H -0.97376 -3.58606 4.68644  0.02
H 5.21360 -2.81064 0.24532  0.08
H -6.17542 -1.47050 -1.50469  0.06
H -5.90246 -0.36581 -0.49816  0.05
H -5.11715 1.17106 3.40148  0.01
H 1.62715 3.22349 -3.97448  0.04
H -1.22151 -1.75990 6.23294  0.01
H -0.46883 -0.35405 -7.13855  -0.02
H -2.89579 4.59402 -1.55755  0.03
H 1.83134 -3.57915 -5.88999  0.07
H -7.26379 0.28105 5.58673  0.05
H -3.54202 -0.40994 -1.60878  0.09
H 4.29282 0.36513 -5.93611  -0.01
H -0.48657 4.32775 -2.10920  0.01
H 6.43841 -5.23533 1.57243  0.04
H -2.71623 5.21807 2.25959  0.02
H 2.36334 -3.96917 4.59540  -0.06
H 3.69564 -3.47387 -0.35541  0.08
H 0.68388 -0.99583 -1.61345  0.11
H 0.93595 0.09508 0.38866  0.14
H -1.63386 -0.15290 -5.71155  0.04

Summary:
2S+1 ... 1
Gap between HOMO and LUMO ... 7.88 eV
Charge ... 0
Electronic energy ... -114575.6958 eV

---

Below is C17H9Br2KN4O6 as an isolated structure, with properties calculated with the ωB97M-V functional and the def2-TZVPD basis.

Last column: Löwdin charge in e.
Geometry (Å):
Br 0.44724 -5.76634 -2.77889  0.79
Br 6.92203 -1.83522 -3.52278  0.79
K 1.31494 0.84431 0.64452  0.89
O -5.84375 4.55797 1.46689  0.09
O -0.00977 2.74389 0.05913  -0.22
O -1.64768 -0.82810 2.75275  0.05
O -6.53572 2.93574 2.70498  0.08
O -3.54595 -0.72251 3.75785  0.10
O -1.36080 4.43774 -0.52471  0.03
N -2.70199 -0.26832 3.01816  -0.34
N 3.46640 -0.31962 -0.79615  0.05
N -5.68982 3.49981 2.03723  -0.35
N 1.07476 -1.69794 -0.61826  0.06
C -4.20257 1.61994 2.55164  0.09
C -4.38139 2.82984 1.89827  -0.11
C 4.34934 -1.92165 -2.32540  -0.05
C 1.88173 -3.43139 -2.03652  -0.05
C -0.31669 -3.58502 -1.11388  -0.08
C 4.61366 0.34301 -0.89656  -0.12
C -2.17028 2.80118 0.98185  -0.08
C -1.95342 1.59981 1.62738  0.05
C -0.06166 -2.37275 -0.49783  -0.11
C -2.96356 1.03119 2.38529  -0.12
C 0.68754 -4.11662 -1.89995  -0.67
C -3.40471 3.42406 1.11964  0.09
C -1.07516 3.41195 0.07781  -0.66
C 5.68216 -0.04967 -1.68086  -0.09
C 2.04600 -2.21144 -1.37751  -0.20
C 5.53301 -1.21292 -2.41219  -0.67
C 3.32750 -1.44974 -1.49809  -0.20
H 6.58634 0.53871 -1.71779  0.11
H -3.58011 4.35908 0.60611  0.14
H -1.01810 1.07084 1.57431  0.06
H 4.69549 1.25830 -0.32143  0.12
H -0.81770 -1.92334 0.13640  0.11
H -1.26277 -4.08552 -0.97366  0.11
H -4.98646 1.17590 3.14275  0.13
H 2.65801 -3.86210 -2.64580  0.09
H 4.24391 -2.82305 -2.90470  0.09

Summary:
2S+1 ... 1
Gap between HOMO and LUMO ... 7.65 eV
Charge ... 0
Electronic energy ... -192426.8034 eV

---

> What is the charge in the fourth record?

0

---

> Which of these has the lowest charge?

C17H6ClF5N2O4PdSSbSe4

---

> Number 4 is which compound?

C17H9Br2KN4O6